[1]
DFT (ωB97M-V/def2-TZVPD) results for 2 unconnected molecules or ions with the total composition C5H9NO3 in a non-equilibrium geometry.

Each line ends with the Löwdin charge.
Positions of all 18 atoms, in Å:
H 1.294 -1.995 -0.898  0.06
N 1.632 -1.819 0.048  0.13
C 2.243 -0.746 0.193  -0.32
O 2.593 0.245 -0.725  -0.10
O 2.168 -0.046 -2.043  -0.02
H 2.719 -0.476 1.131  0.12
H 1.303 0.423 -2.103  0.07
C -2.565 -0.611 0.591  0.06
C -1.820 -0.178 -0.422  -0.09
C -0.663 0.761 -0.313  -0.44
C -0.273 1.224 1.061  -0.02
O -0.156 1.174 -1.342  0.05
H -2.273 -0.489 1.621  0.06
H -3.521 -1.080 0.419  0.06
H -2.151 -0.332 -1.441  0.11
H 0.555 1.926 0.990  0.09
H -1.126 1.653 1.578  0.09
H 0.041 0.366 1.656  0.08

SMILES: [H]/N=C\OO.C=CC(C)=O
Charge: 0
LUMO, eV: -0.12
Gap between HOMO and LUMO, eV: 10.293
HOMO level, eV: -10.4


[2]
DFT (ωB97M-V/def2-TZVPD) results for a single C5H14N2O2Si molecule in a non-equilibrium geometry.

Each line ends with the Löwdin charge.
Positions of all 24 atoms, in Å:
C -3.129 -0.351 0.804  -0.11
O -2.847 -0.136 -0.598  -0.18
N -1.416 -0.043 -0.620  0.03
C -0.819 -0.279 -1.694  -0.57
N -1.313 -0.634 -2.898  0.21
O 0.498 -0.235 -1.564  -0.10
Si 1.196 0.027 -0.034  0.52
C 0.912 1.927 0.043  -0.14
C 0.683 -1.193 1.246  -0.14
C 3.064 -0.351 -0.391  -0.17
H -4.215 -0.083 0.947  0.09
H -2.343 0.156 1.511  0.11
H -3.128 -1.420 1.005  0.06
H -2.272 -0.696 -2.881  0.07
H -0.701 -0.919 -3.622  0.11
H 1.242 2.177 1.047  0.02
H 1.236 2.534 -0.761  0.02
H -0.156 2.072 0.096  0.01
H 0.083 -2.041 0.872  0.06
H 1.611 -1.511 1.528  -0.02
H 0.152 -0.711 2.077  0.04
H 3.648 0.137 -1.196  0.03
H 3.611 -0.087 0.545  0.04
H 3.079 -1.352 -0.773  0.01

SMILES: CO/N=C(\N)O[Si](C)(C)C
Charge: 0
LUMO, eV: 0.85
Gap between HOMO and LUMO, eV: 9.257
HOMO level, eV: -8.4


[3]
DFT (ωB97M-V/def2-TZVPD) results for a single C7H7NO2S molecule in a non-equilibrium geometry.

Each line ends with the Löwdin charge.
Positions of all 18 atoms, in Å:
C 0.923 2.155 -0.560  -0.19
C -0.180 0.553 -2.167  -0.01
C -0.587 0.346 0.252  -0.34
C -0.600 -0.799 -2.139  -0.15
C 0.129 1.024 -0.893  -0.21
C -0.216 -1.091 0.012  -0.50
C 0.899 -1.179 2.545  -0.41
N 1.462 3.040 -0.023  0.14
O -0.437 -1.602 -1.139  0.01
O -1.940 0.728 0.116  0.03
S 0.971 -1.996 0.928  0.96
H 0.007 1.104 -3.100  0.13
H -0.218 0.786 1.189  0.14
H -1.009 -1.196 -3.091  0.14
H -0.035 -1.377 3.191  0.07
H 1.056 -0.074 2.485  0.04
H 1.901 -1.611 3.052  0.08
H -2.126 1.191 -0.659  0.06

Charge: 0
LUMO (spin up / spin down), eV: -0.43 / -0.43
Gap between HOMO and LUMO (spin up / spin down), eV: 7.137 / 7.131
HOMO level (spin up / spin down), eV: -7.6 / -7.6


[4]
DFT (ωB97M-V/def2-TZVPD) results for a single C17H19ClN2O3 molecule.

Each line ends with the Löwdin charge.
Positions of all 42 atoms, in Å:
C 1.040 -3.826 5.161  -0.06
C 0.898 -4.418 3.766  -0.22
O 0.157 -3.557 2.905  -0.02
C 0.849 -2.554 2.311  -0.42
O 2.038 -2.390 2.458  0.11
C -0.029 -1.740 1.493  -0.12
N -1.374 -2.007 1.396  0.15
C -1.973 -1.091 0.619  -0.22
C -3.429 -1.111 0.346  -0.01
C -0.996 -0.202 0.169  -0.04
C -1.333 0.944 -0.696  -0.39
O -2.464 1.385 -0.761  0.07
N -0.274 1.424 -1.420  0.15
C -0.237 2.488 -2.319  -0.17
C -1.319 3.349 -2.477  -0.01
C -1.247 4.403 -3.366  -0.07
C -0.099 4.617 -4.105  -0.12
C 0.975 3.757 -3.943  -0.61
Cl 2.394 4.073 -4.895  0.70
C 0.942 2.682 -3.064  -0.22
C 2.114 1.756 -2.906  -0.06
C 0.241 -0.610 0.733  -0.13
C 1.584 0.024 0.620  -0.03
H 0.061 -3.609 5.582  0.08
H 1.555 -4.533 5.806  0.08
H 1.618 -2.906 5.115  0.08
H 0.333 -5.352 3.789  0.12
H 1.887 -4.591 3.328  0.12
H -1.819 -2.781 1.862  0.17
H -3.863 -2.066 0.635  0.08
H -3.616 -0.924 -0.709  0.09
H -3.920 -0.310 0.898  0.09
H 0.588 0.909 -1.332  0.09
H -2.213 3.178 -1.901  0.10
H -2.091 5.065 -3.482  0.11
H -0.030 5.438 -4.800  0.10
H 2.888 2.007 -3.624  0.04
H 2.544 1.841 -1.908  0.09
H 1.819 0.720 -3.081  0.09
H 2.080 -0.266 -0.308  0.09
H 1.512 1.110 0.668  0.09
H 2.210 -0.327 1.437  0.07

SMILES: CCOC(=O)c1[nH]c(C)c(C(=O)Nc2cccc(Cl)c2C)c1C
Charge: 0
LUMO, eV: 0.59
Gap between HOMO and LUMO, eV: 8.948
HOMO level, eV: -8.4


[5]
DFT (ωB97M-V/def2-TZVPD) results for a molecular structure, CH3I3P in a non-equilibrium geometry.

Each line ends with the Löwdin charge.
Positions of all 8 atoms, in Å:
C -0.263 -0.068 -0.052  -0.03
P -2.627 -0.043 -0.033  -0.55
I -3.064 -1.705 1.687  0.48
I -3.531 2.073 0.676  0.51
I -3.646 -0.765 -2.094  0.51
H -0.053 -0.838 -0.780  0.03
H -0.039 -0.294 0.976  0.02
H -0.017 0.934 -0.379  0.03

Charge: +1
LUMO, eV: -6.25
Gap between HOMO and LUMO, eV: 7.809
HOMO level, eV: -14.1


[6]
DFT (ωB97M-V/def2-TZVPD) results for a molecular structure, C38H38F7N3O3P2Zr.

Each line ends with the Mulliken spin population.
Positions of all 92 atoms, in Å:
Zr -0.954 0.263 1.298  0.17
C -2.615 1.514 6.535  0.00
C -3.741 1.806 5.578  0.00
C -5.032 1.972 6.068  0.00
C -6.106 2.203 5.220  0.00
C -5.921 2.276 3.847  0.00
C -4.650 2.118 3.327  0.01
C -3.568 1.891 4.184  0.01
P -1.971 1.721 3.411  -0.02
C -1.090 0.267 4.076  0.03
C -1.931 -0.867 4.021  0.00
C -1.475 -2.119 4.383  0.00
C -0.157 -2.263 4.789  0.00
C 0.667 -1.151 4.878  0.00
C 0.236 0.129 4.546  0.00
C 1.200 1.269 4.751  0.01
C -0.972 3.205 3.574  0.12
C -1.110 4.167 4.549  -0.02
C -0.128 5.152 4.674  0.18
C 1.005 5.151 3.844  -0.02
C 1.127 4.227 2.836  0.11
C 0.082 3.295 2.612  -0.02
C 0.023 2.532 1.417  0.39
H -2.844 1.900 7.527  0.00
H -1.665 1.948 6.218  0.00
H -2.466 0.436 6.634  0.00
H -5.197 1.919 7.137  0.00
H -7.097 2.326 5.636  0.00
H -6.760 2.454 3.188  0.00
H -4.493 2.166 2.256  0.00
H -2.974 -0.745 3.755  0.00
H -2.145 -2.968 4.357  0.00
H 0.227 -3.236 5.065  0.00
H 1.682 -1.275 5.233  0.00
H 2.004 0.950 5.410  0.00
H 0.720 2.133 5.207  0.00
H 1.661 1.584 3.814  0.00
H -1.943 4.135 5.241  0.01
H -0.221 5.900 5.451  0.00
H 1.771 5.902 3.982  0.00
H 1.968 4.262 2.156  0.00
H 0.870 2.584 0.743  -0.01
H -0.947 2.618 0.900  0.03
F 0.092 0.955 -5.271  0.00
C 0.681 0.060 -4.467  0.00
C 0.540 0.182 -3.125  0.00
C 1.193 -0.725 -2.267  0.00
C 1.009 -0.658 -0.851  0.00
O 0.319 0.316 -0.327  0.00
C 1.606 -1.658 -0.077  0.01
C 2.428 -2.585 -0.675  0.00
N 2.650 -2.623 -1.987  0.00
C 3.507 -3.672 -2.536  0.00
C 4.789 -3.991 -1.836  0.00
C 4.816 -3.282 -3.155  0.00
C 2.002 -1.728 -2.827  0.00
C 2.122 -1.836 -4.222  0.00
C 1.463 -0.961 -5.064  0.00
N 1.580 -1.002 -6.456  0.00
C 0.359 -1.096 -7.255  0.00
C 0.593 -0.500 -8.629  0.00
N 1.737 -1.221 -9.289  0.00
C 2.973 -1.212 -8.434  0.00
C 2.661 -1.766 -7.051  0.00
C 1.358 -1.762 1.394  -0.01
O 2.150 -2.231 2.156  0.00
O 0.145 -1.312 1.752  0.01
H -0.064 0.979 -2.714  0.00
H 2.926 -3.331 -0.070  0.00
H 2.939 -4.484 -2.971  0.00
H 5.078 -5.031 -1.793  0.00
H 5.057 -3.412 -0.963  0.00
H 5.139 -3.824 -4.033  0.00
H 5.079 -2.232 -3.138  0.00
H 2.720 -2.633 -4.636  0.00
H -0.457 -0.557 -6.786  0.00
H 0.045 -2.147 -7.354  0.00
H 0.872 0.549 -8.554  0.00
H -0.284 -0.602 -9.264  0.00
H 1.942 -0.795 -10.196  0.00
H 1.461 -2.187 -9.483  0.00
H 3.304 -0.178 -8.365  0.00
H 3.735 -1.806 -8.934  0.00
H 3.565 -1.658 -6.454  0.00
H 2.424 -2.839 -7.120  0.00
F -1.939 -1.211 -0.371  0.00
P -3.461 -0.524 -0.224  0.00
F -4.704 0.326 0.142  0.00
F -3.558 -0.333 -1.756  0.00
F -3.038 -0.569 1.453  0.00
F -2.492 0.965 -0.119  0.00
F -4.132 -1.909 -0.123  0.00

Spin multiplicity: 2
Charge: +3
LUMO (spin up / spin down), eV: -7.67 / -9.80
Gap between HOMO and LUMO (spin up / spin down), eV: 7.544 / 5.435
HOMO level (spin up / spin down), eV: -15.2 / -15.2


> Which formula does entry 6 have?

C38H38F7N3O3P2Zr


> Which of these has the highest charge?

C38H38F7N3O3P2Zr


> What is the charge in the third record?

0